The following is a quantum chemistry calculation of a structure of composition C6H19Mn2O6, from OMol25.

Structure (XYZ):
```
33
Properties=species:S:1:pos:R:3:forces:R:3:lowdin_spin:R:1
Mn -0.29534 3.47209 -1.67009 0.86 -1.75 -0.13 4.86
Mn -2.23126 -0.53462 -3.48518 0.25 -0.41 2.12 4.83
C -0.76150 -0.07727 0.70681 -0.15 0.78 -0.45 0.00
C -0.96832 0.35649 -0.74842 0.50 0.02 2.27 0.02
O -0.41809 1.43390 -1.16086 -0.85 0.74 -1.01 0.06
O -1.66197 -0.44523 -1.45237 -0.40 0.48 -2.77 0.04
H 0.24728 -0.48296 0.79699 -0.03 -0.38 -0.13 0.00
H -1.53973 -0.75060 1.05200 0.19 -0.33 -0.29 0.00
H -0.74592 0.76392 1.40139 -0.10 0.30 -0.38 0.00
C 1.76290 3.44870 -4.37074 2.42 -0.22 -0.12 0.01
O 0.81338 2.86417 -3.41665 -0.73 0.59 0.20 0.05
H 2.41068 2.63778 -4.71752 -0.55 -0.25 -0.29 0.00
H 1.36779 3.98136 -5.22977 -0.63 0.06 0.39 0.00
H 2.53764 3.99344 -3.82876 -0.67 0.66 0.20 0.00
H 0.78051 1.93911 -3.67526 -0.15 -0.17 0.44 0.00
C 2.14699 -3.00144 1.03840 2.00 -2.06 -0.72 0.00
O 3.34797 -2.29322 1.30317 -0.51 0.90 0.34 0.01
H 1.93636 -3.77320 1.78586 -0.53 0.73 0.60 0.00
H 1.32480 -2.34824 0.77877 -0.06 0.14 0.23 0.00
H 2.41015 -3.67359 0.20897 -0.76 0.32 -0.55 0.00
H 4.11306 -2.85510 1.14455 -0.18 -0.08 0.07 0.00
C 0.64020 2.42615 3.14817 -0.94 -1.39 -0.24 0.00
O -0.28582 3.48099 3.32836 0.72 0.08 0.17 0.00
H 1.15262 2.48172 2.18108 0.38 0.38 0.20 0.00
H 1.31258 2.20475 3.97569 0.29 0.67 -0.08 0.00
H 0.06347 1.49093 3.09625 -0.07 0.03 0.01 0.00
H -0.00721 3.94431 4.12622 -0.30 0.23 -0.09 0.00
C -3.24104 -3.17264 0.85864 -0.48 -0.37 -0.12 0.02
O -3.60270 -4.41330 0.28963 -0.10 0.36 -0.14 0.09
H -3.58031 -2.33154 0.22869 0.33 0.07 -0.27 0.01
H -3.82031 -3.04035 1.77081 0.33 -0.25 0.20 0.00
H -2.16005 -3.17167 1.02048 -0.03 0.43 0.24 0.00
H -3.04878 -4.55486 -0.48534 -0.05 -0.30 0.08 0.00
```
Positions in Å, forces in eV/Å.

The electronic energy is -81420.4721 eV. The net charge is +3. The maximum force comes out at 0.0576 Eh/bohr. The HOMO energy (spin up / spin down) comes out at -16.44 / -16.33 eV. As for the multiplicity: 11. Its lowest unoccupied orbital energy (spin up / spin down) is -14.04 / -14.36 eV. As for the expectation value of S²: 30.078. The orbital gap (spin up / spin down) comes out at 0.088 / 0.072 hartree.